{
  "formula": "C39H108O15",
  "method": "ωB97M-V/def2-TZVPD",
  "lumo_energy_ev": 0.320,
  "total_charge": 0,
  "homo_energy_ev": -9.228,
  "elements": ["O", "H", "H", "O", "H", "H", "C", "C", "C", "O", "H", "H", "H", "H", "H", "H", "H", "H", "C", "C", "C", "O", "H", "H", "H", "H", "H", "H", "H", "H", "C", "C", "C", "O", "H", "H", "H", "H", "H", "H", "H", "H", "C", "C", "C", "O", "H", "H", "H", "H", "H", "H", "H", "H", "C", "C", "C", "O", "H", "H", "H", "H", "H", "H", "H", "H", "C", "C", "C", "O", "H", "H", "H", "H", "H", "H", "H", "H", "C", "C", "C", "O", "H", "H", "H", "H", "H", "H", "H", "H", "C", "C", "C", "O", "H", "H", "H", "H", "H", "H", "H", "H", "C", "C", "C", "O", "H", "H", "H", "H", "H", "H", "H", "H", "C", "C", "C", "O", "H", "H", "H", "H", "H", "H", "H", "H", "C", "C", "C", "O", "H", "H", "H", "H", "H", "H", "H", "H", "C", "C", "C", "O", "H", "H", "H", "H", "H", "H", "H", "H", "C", "C", "C", "O", "H", "H", "H", "H", "H", "H", "H", "H"],
  "coordinates": [[-1.426, -3.269, 2.424], [-0.475, -3.281, 2.242], [-1.612, -4.132, 2.815], [-2.444, 0.207, -2.486], [-3.316, 0.180, -2.068], [-1.870, 0.691, -1.861], [0.316, 2.200, 4.668], [-0.258, 3.189, 5.694], [0.778, 3.562, 6.742], [-0.562, 4.393, 5.018], [1.096, 2.700, 4.086], [-0.391, 1.721, 3.990], [0.846, 1.373, 5.157], [-1.106, 2.684, 6.177], [0.324, 3.891, 7.677], [1.444, 4.338, 6.371], [1.373, 2.681, 7.002], [-1.256, 4.279, 4.342], [0.291, -2.236, 5.597], [-1.057, -1.560, 5.393], [-1.393, -0.493, 6.419], [-1.084, -0.973, 4.091], [1.065, -1.478, 5.444], [0.465, -3.031, 4.874], [0.423, -2.596, 6.620], [-1.860, -2.310, 5.447], [-2.200, 0.149, 6.052], [-0.535, 0.166, 6.547], [-1.848, -0.903, 7.320], [-1.413, -1.626, 3.457], [3.911, -2.698, 0.367], [3.692, -4.200, 0.493], [4.017, -4.712, 1.890], [2.363, -4.571, 0.203], [3.074, -2.074, 0.681], [4.102, -2.438, -0.682], [4.808, -2.353, 0.889], [4.446, -4.673, -0.155], [5.078, -4.645, 2.123], [3.761, -5.775, 1.945], [3.368, -4.238, 2.631], [2.197, -4.413, -0.743], [-2.542, 2.414, 1.323], [-3.261, 3.396, 2.255], [-3.966, 2.626, 3.348], [-2.302, 4.259, 2.841], [-1.964, 2.888, 0.525], [-3.202, 1.709, 0.801], [-1.870, 1.745, 1.869], [-4.017, 3.886, 1.629], [-4.600, 3.233, 4.002], [-3.260, 2.148, 4.031], [-4.639, 1.891, 2.905], [-1.810, 4.751, 2.168], [0.607, -1.221, -0.886], [-0.098, -0.068, -0.116], [0.629, 0.185, 1.190], [-0.130, 1.093, -0.955], [1.432, -0.779, -1.448], [-0.079, -1.642, -1.621], [0.925, -1.992, -0.186], [-1.134, -0.394, 0.015], [0.192, 1.013, 1.758], [1.692, 0.411, 1.110], [0.444, -0.661, 1.859], [0.780, 1.253, -1.243], [0.859, 6.090, -0.668], [0.100, 5.352, 0.442], [0.758, 4.033, 0.788], [0.017, 6.129, 1.627], [0.599, 5.813, -1.694], [1.943, 5.941, -0.655], [0.620, 7.156, -0.603], [-0.916, 5.284, 0.012], [1.811, 4.136, 1.040], [0.666, 3.396, -0.095], [0.204, 3.571, 1.606], [-0.438, 6.961, 1.463], [5.027, 3.837, 0.628], [5.473, 2.394, 0.468], [4.697, 1.455, 1.352], [5.395, 1.974, -0.914], [4.624, 4.056, 1.620], [4.284, 4.191, -0.088], [5.879, 4.519, 0.541], [6.554, 2.357, 0.646], [3.617, 1.602, 1.317], [5.090, 1.546, 2.366], [4.847, 0.400, 1.107], [6.175, 2.186, -1.427], [0.172, -0.894, -4.425], [-1.014, -1.045, -5.396], [-0.703, -2.011, -6.508], [-2.108, -1.532, -4.593], [1.033, -0.592, -5.043], [0.496, -1.859, -4.039], [0.028, -0.118, -3.678], [-1.327, -0.055, -5.741], [-1.485, -2.001, -7.271], [-0.569, -3.034, -6.157], [0.196, -1.677, -7.030], [-2.147, -0.956, -3.803], [3.042, 3.160, -3.620], [2.709, 1.755, -3.162], [3.661, 0.669, -3.660], [2.703, 1.728, -1.720], [4.075, 3.399, -3.347], [2.442, 3.896, -3.080], [2.903, 3.350, -4.685], [1.725, 1.461, -3.538], [3.482, 0.446, -4.717], [3.459, -0.252, -3.112], [4.722, 0.911, -3.578], [3.653, 1.775, -1.487], [-3.541, -4.279, -2.330], [-2.245, -3.597, -1.882], [-1.654, -4.354, -0.682], [-1.312, -3.616, -2.941], [-3.302, -5.306, -2.609], [-3.965, -3.774, -3.204], [-4.329, -4.264, -1.575], [-2.498, -2.576, -1.582], [-0.959, -3.611, -0.281], [-1.105, -5.244, -0.976], [-2.427, -4.529, 0.057], [-1.660, -3.067, -3.675], [3.424, -5.002, -3.472], [1.978, -4.632, -3.796], [1.205, -5.789, -4.436], [1.391, -4.271, -2.548], [3.427, -5.810, -2.730], [3.865, -4.112, -3.023], [4.002, -5.448, -4.281], [2.000, -3.725, -4.415], [0.238, -5.447, -4.806], [1.050, -6.507, -3.628], [1.783, -6.274, -5.221], [0.442, -4.103, -2.716], [-3.597, 3.794, -2.255], [-2.603, 3.844, -3.412], [-1.183, 4.017, -2.953], [-2.706, 2.672, -4.220], [-3.771, 4.797, -1.855], [-3.172, 3.232, -1.415], [-4.544, 3.350, -2.551], [-2.896, 4.650, -4.094], [-0.472, 4.229, -3.754], [-0.799, 3.138, -2.419], [-1.031, 4.834, -2.240], [-2.521, 1.902, -3.657], [-5.830, -1.624, 2.094], [-4.615, -2.551, 1.980], [-5.061, -3.954, 1.616], [-3.709, -1.947, 1.062], [-5.595, -0.715, 2.645], [-6.627, -2.141, 2.648], [-6.356, -1.384, 1.167], [-4.227, -2.559, 3.009], [-5.366, -4.597, 2.437], [-4.369, -4.490, 0.960], [-5.909, -3.852, 0.924], [-2.841, -2.079, 1.471]],
  "forces_ev_per_angstrom": [[0.241, -0.071, 0.143], [-0.141, -0.033, -0.096], [-0.051, 0.097, -0.085], [-0.248, 0.459, 0.469], [0.129, -0.062, -0.111], [0.309, -0.216, -0.136], [0.893, -0.372, 0.274], [0.645, -0.356, -0.957], [0.057, -0.605, 0.439], [-0.746, 0.326, 0.263], [-0.175, 0.165, -0.107], [-0.284, 0.302, 0.061], [-0.203, -0.007, 0.112], [-0.252, 0.435, -0.011], [-0.093, 0.241, -0.135], [-0.025, 0.015, -0.101], [0.043, 0.077, -0.034], [0.247, -0.215, 0.260], [0.190, 0.631, 0.335], [-0.579, -0.481, -0.248], [-0.411, 0.428, -0.536], [-0.112, 0.342, -0.094], [0.003, -0.027, -0.070], [-0.092, -0.126, 0.070], [-0.132, -0.223, -0.077], [0.099, -0.087, -0.051], [0.114, -0.084, -0.394], [-0.018, -0.108, 0.590], [0.762, -0.127, 0.324], [0.149, -0.065, 0.253], [0.415, 0.553, -0.674], [0.735, 0.229, 0.827], [-0.705, -0.605, -0.052], [0.129, -0.038, -0.387], [-0.112, -0.289, 0.251], [-0.211, -0.010, -0.001], [-0.041, -0.206, 0.183], [-0.441, -0.178, -0.331], [-0.053, 0.383, 0.127], [0.047, 0.006, -0.139], [0.331, 0.268, 0.107], [-0.266, -0.051, 0.025], [0.161, -0.743, -0.321], [0.255, -1.271, -0.769], [-0.421, 0.168, 0.655], [-0.385, 0.468, -0.017], [0.059, 0.248, 0.216], [-0.386, 0.301, 0.166], [0.116, 0.308, 0.215], [0.138, 0.616, 0.289], [0.115, 0.347, -0.251], [0.138, -0.229, -0.312], [0.215, -0.173, -0.013], [0.018, -0.039, 0.097], [-0.805, 0.733, 0.089], [1.189, -0.848, -0.700], [-1.067, 0.318, 0.917], [-0.584, -0.028, 0.043], [0.352, -0.279, 0.235], [0.051, -0.152, 0.027], [0.201, -0.086, -0.224], [-0.052, 0.390, 0.407], [-0.023, 0.124, -0.298], [0.051, -0.314, -0.366], [0.441, -0.124, -0.092], [0.225, 0.160, 0.006], [0.423, 0.404, -0.367], [0.338, 0.721, -1.058], [-1.015, -0.078, -0.362], [0.039, -0.084, 0.503], [-0.335, -0.298, 0.287], [-0.021, 0.214, 0.502], [0.247, 0.019, 0.034], [-0.008, -0.751, 0.376], [-0.024, 0.215, 0.095], [0.140, -0.178, 0.121], [0.239, -0.152, 0.066], [0.067, -0.020, -0.148], [0.263, 1.051, 0.339], [0.750, 0.322, -0.860], [0.270, -0.912, 0.098], [-1.036, -0.406, -0.137], [-0.042, -0.310, 0.034], [-0.082, -0.477, -0.134], [-0.017, -0.077, -0.201], [-0.205, -0.185, 0.745], [0.048, 0.387, 0.096], [-0.386, 0.267, 0.111], [0.207, 0.111, -0.309], [0.196, 0.230, 0.223], [0.903, 0.225, -1.832], [0.080, 0.082, 1.888], [-0.277, 0.369, -0.652], [-0.241, -0.378, -0.256], [-0.036, 0.261, 0.185], [-0.397, -0.002, 0.495], [-0.179, -0.253, 0.263], [0.275, -0.071, -0.411], [-0.140, -0.140, 0.170], [0.055, 0.041, 0.154], [0.119, -0.119, 0.134], [-0.131, -0.111, -0.297], [0.256, 0.508, 0.181], [0.364, -0.332, 0.064], [-0.157, -0.135, -0.565], [-0.074, -0.024, -0.540], [0.049, -0.102, -0.167], [-0.221, -0.174, -0.018], [0.049, -0.258, -0.045], [-0.220, 0.188, 0.427], [-0.025, 0.115, 0.030], [0.064, 0.006, 0.058], [-0.034, 0.174, 0.265], [-0.308, 0.006, 0.312], [0.026, 0.209, -0.479], [-1.268, -1.206, 0.388], [0.373, 1.690, -0.593], [0.289, 0.021, -0.237], [-0.163, -0.060, 0.024], [0.126, -0.047, -0.063], [0.197, -0.047, 0.221], [0.254, 0.137, 0.026], [0.306, -0.523, 0.442], [-0.171, -0.139, -0.030], [0.034, -0.212, 0.051], [0.120, 0.123, 0.142], [-0.472, -0.464, 0.553], [0.537, -0.264, -0.051], [0.282, 0.426, 0.514], [-0.184, -0.039, -0.145], [-0.177, 0.233, 0.232], [0.488, -0.175, -0.152], [-0.041, 0.642, -0.372], [-0.142, -0.217, -0.309], [-0.035, -0.143, -0.077], [-0.137, -0.141, -0.141], [-0.096, 0.098, -0.158], [0.022, 0.164, 0.260], [0.436, 0.225, 0.422], [-0.495, -0.288, -0.427], [1.093, 0.418, 0.610], [0.036, -0.147, 0.088], [-0.101, 0.007, -0.109], [-0.101, -0.194, -0.129], [-0.010, 0.049, -0.095], [0.123, -0.003, 0.137], [-0.248, -0.164, -0.262], [-0.284, -0.140, -0.123], [-0.493, 0.029, -0.095], [-0.091, 0.047, -0.159], [-0.821, -0.446, 0.438], [-1.079, 0.853, 0.623], [-0.362, -0.200, -1.723], [0.342, -0.390, 0.515], [0.078, 0.085, -0.185], [0.267, 0.026, 0.274], [0.637, 0.045, -0.329], [0.546, -0.036, -0.258], [0.068, 0.174, 0.198], [0.463, 0.053, 0.528], [-0.197, -0.086, 0.309], [0.046, -0.079, -0.479]]
}